1.
2 unconnected molecules or ions with the total composition C3H3F3S, computed with ωB97M-V with the def2-TZVPD basis set.

Energy: -22143.6636 eV
Molecular weight: 128.12 g/mol
E_HOMO (alpha / beta): -8.63 / -8.62 eV
ΔE to the lowest compared entry with this formula, charge and spin: 71.99 kcal per mole
Charge: 0

Each line ends with the natural charge from an NBO analysis.
Positions of all 10 atoms, in Å:
C 0.156 0.253 -0.959  -0.120
C 1.405 -0.213 -0.354  -0.767
C -1.439 0.116 0.874  0.904
F -2.008 -1.087 0.634  -0.353
F -2.412 1.034 0.838  -0.338
F -0.943 0.072 2.128  -0.347
S -0.330 0.633 -2.375  0.247
H 1.465 0.091 0.617  0.251
H 1.743 -1.168 -0.688  0.273
H 2.363 0.269 -0.715  0.250

***

2.
18 unconnected molecules or ions with the total composition C44H90Cl34N2O2SSi, computed with ωB97M-V with the def2-TZVPD basis set.

Energy: -498641.3373 eV
Molecular weight: 1944.77 g/mol
E_HOMO: -9.03 eV
Charge: 0

Each line ends with the Mulliken charge.
Positions of all 174 atoms, in Å:
C 5.152 -1.528 -2.862  -0.379
C 3.873 -1.813 -1.926  0.114
O 3.755 -2.927 -1.371  -0.613
N 2.876 -0.717 -1.808  0.397
C 2.421 -0.558 -0.401  -0.164
C 1.711 -1.026 -2.730  -0.180
C 1.203 0.256 -3.551  -0.769
C -0.370 0.583 -3.335  -0.459
C -0.760 0.606 -1.789  1.467
Si -2.499 1.293 -1.397  0.500
S -2.807 0.946 0.747  -0.429
C -3.933 0.382 -2.286  -0.693
C -4.170 -1.127 -1.741  -0.344
C -3.186 -2.187 -2.403  0.606
N -2.725 -3.394 -1.692  -0.418
O -2.840 -1.967 -3.595  -0.596
H 4.870 -1.648 -3.961  0.282
H 5.983 -2.258 -2.565  0.138
H 5.480 -0.466 -2.633  0.072
H 2.291 -1.551 0.156  0.020
H 1.445 0.012 -0.290  -0.086
H 3.206 0.052 0.175  0.143
H 0.882 -1.590 -2.191  0.273
H 2.140 -1.769 -3.498  0.084
H 1.879 1.135 -3.299  0.231
H 1.313 -0.005 -4.661  0.330
H -0.516 1.648 -3.738  0.098
H -0.954 -0.158 -3.966  0.314
H -0.004 1.298 -1.254  -1.668
H -0.662 -0.419 -1.271  0.169
H -2.654 2.727 -1.743  -0.273
H -2.000 -0.150 1.078  0.132
H -4.901 0.940 -2.001  0.326
H -3.883 0.409 -3.419  0.389
H -5.219 -1.405 -2.112  0.044
H -4.212 -1.171 -0.609  0.275
H -1.972 -3.776 -2.292  0.118
H -2.288 -3.078 -0.817  0.297
Cl 3.385 -5.175 2.857  -0.125
C 3.444 -3.644 1.947  -0.294
C 4.114 -2.536 2.732  -0.241
Cl 3.138 -2.018 4.131  -0.170
H 2.424 -3.377 1.667  0.200
H 4.006 -3.841 1.032  0.101
H 4.245 -1.658 2.097  0.142
H 5.095 -2.840 3.099  0.418
Cl 0.727 -3.905 9.111  -0.217
C 2.031 -3.487 7.970  -0.311
C 2.017 -4.368 6.738  0.465
Cl 2.467 -6.051 7.111  -0.217
H 2.981 -3.555 8.502  0.382
H 1.877 -2.445 7.681  0.201
H 2.743 -4.001 6.011  -0.044
H 1.036 -4.378 6.263  -0.258
Cl 0.086 4.354 -3.865  -0.203
C -0.009 5.151 -2.275  -0.266
C 1.042 4.639 -1.313  -0.467
Cl 0.743 2.950 -0.818  0.040
H -1.017 5.006 -1.883  0.037
H 0.137 6.218 -2.449  0.427
H 1.034 5.239 -0.402  0.231
H 2.042 4.692 -1.747  0.356
Cl -0.715 -0.592 7.809  -0.146
C -0.775 -0.380 9.577  -0.439
C -0.674 1.076 9.983  -0.483
Cl 0.939 1.755 9.651  -0.159
H 0.026 -0.976 10.017  0.286
H -1.729 -0.791 9.913  0.301
H -0.843 1.174 11.056  0.333
H -1.412 1.689 9.464  0.321
Cl 5.197 1.392 2.610  -0.216
C 4.228 2.181 3.884  0.055
C 2.767 1.787 3.818  -0.370
Cl 1.957 2.436 2.371  -0.083
H 4.357 3.260 3.788  0.427
H 4.651 1.868 4.849  -0.211
H 2.236 2.186 4.684  0.443
H 2.642 0.703 3.812  -0.017
Cl -3.510 8.668 -1.642  -0.181
C -3.363 7.266 -0.554  -0.382
C -2.298 7.476 0.503  -0.323
Cl -0.656 7.499 -0.192  -0.214
H -3.158 6.384 -1.162  0.200
H -4.335 7.131 -0.076  0.331
H -2.324 6.658 1.224  0.317
H -2.448 8.412 1.044  0.236
Cl -6.502 -2.738 -0.336  -0.129
C -8.275 -2.864 -0.434  -0.438
C -8.836 -2.106 -1.619  -0.288
Cl -8.667 -0.341 -1.429  -0.191
H -8.694 -2.506 0.507  0.354
H -8.513 -3.926 -0.529  0.298
H -9.903 -2.311 -1.720  0.319
H -8.345 -2.393 -2.549  0.086
Cl -1.216 9.769 2.661  -0.205
C -0.187 10.796 1.630  -0.272
C 1.147 11.103 2.278  -0.467
Cl 0.977 12.171 3.694  -0.188
H -0.742 11.707 1.400  0.338
H -0.029 10.249 0.698  0.170
H 1.792 11.622 1.567  0.320
H 1.655 10.194 2.600  0.316
Cl -10.865 -0.242 -4.809  -0.163
C -11.072 -1.681 -5.836  -0.424
C -11.053 -2.964 -5.031  -0.476
Cl -9.442 -3.305 -4.349  -0.168
H -10.289 -1.673 -6.595  0.311
H -12.035 -1.576 -6.340  0.298
H -11.310 -3.809 -5.673  0.335
H -11.769 -2.932 -4.208  0.311
Cl 5.688 2.635 -2.210  -0.120
C 7.000 3.040 -3.346  -0.474
C 7.049 2.089 -4.524  -0.485
Cl 7.556 0.451 -4.042  -0.174
H 7.940 3.041 -2.792  0.315
H 6.811 4.055 -3.699  0.294
H 7.776 2.443 -5.256  0.357
H 6.079 2.011 -5.017  0.302
Cl 4.139 1.925 6.777  -0.157
C 5.537 2.145 7.860  -0.553
C 6.152 0.823 8.273  -0.403
Cl 5.079 -0.110 9.346  -0.173
H 5.208 2.723 8.725  0.368
H 6.271 2.739 7.313  0.290
H 7.075 1.002 8.827  0.321
H 6.388 0.203 7.408  0.299
Cl -0.562 -5.045 -3.342  -0.263
C 0.678 -5.139 -4.614  -0.345
C 0.746 -3.872 -5.440  0.413
Cl -0.706 -3.647 -6.449  -0.232
H 0.464 -6.011 -5.234  0.435
H 1.633 -5.304 -4.113  0.088
H 1.598 -3.918 -6.120  0.336
H 0.859 -2.988 -4.811  -0.447
Cl -3.034 12.578 -1.358  -0.172
C -4.810 12.486 -1.449  -0.329
C -5.369 13.304 -2.595  -0.453
Cl -5.170 15.055 -2.332  -0.182
H -5.216 12.811 -0.490  0.315
H -5.066 11.434 -1.587  0.202
H -6.440 13.119 -2.694  0.299
H -4.889 13.048 -3.541  0.318
Cl 0.025 -10.406 3.512  -0.190
C 1.046 -9.365 2.489  -0.404
C 2.388 -9.073 3.128  -0.498
Cl 2.237 -8.031 4.564  -0.076
H 0.494 -8.447 2.281  0.295
H 1.193 -9.894 1.546  0.311
H 3.028 -8.543 2.420  0.235
H 2.897 -9.990 3.428  0.341
Cl 8.016 -6.169 -4.356  -0.197
C 6.997 -5.343 -3.151  -0.282
C 5.551 -5.786 -3.224  -0.285
Cl 4.754 -5.236 -4.720  -0.172
H 7.095 -4.268 -3.304  0.093
H 7.408 -5.586 -2.169  0.354
H 4.989 -5.356 -2.392  0.079
H 5.460 -6.871 -3.172  0.407
Cl -1.339 -4.542 5.099  -0.197
C -2.303 -3.760 6.376  -0.199
C -3.765 -4.153 6.310  -0.521
Cl -4.576 -3.488 4.870  -0.182
H -2.173 -2.681 6.288  0.185
H -1.878 -4.076 7.331  0.212
H -4.293 -3.759 7.180  0.341
H -3.889 -5.236 6.298  0.337
Cl -0.271 -5.357 -12.212  -0.195
C -0.373 -5.026 -10.465  -0.410
C -0.315 -3.544 -10.157  0.034
Cl 1.288 -2.848 -10.503  -0.198
H 0.432 -5.570 -9.969  0.300
H -1.324 -5.437 -10.120  0.292
H -0.509 -3.380 -9.097  -0.144
H -1.057 -2.986 -10.731  0.340

***

3.
A gas-phase ion, C5H12NO (charge +1), computed with ωB97M-V with the def2-TZVPD basis set.

Energy: -8909.5282 eV
Molecular weight: 102.16 g/mol
SMILES: [NH3+]/C=C/CCCO
E_HOMO: -13.91 eV
ΔE to the lowest compared entry with this formula, charge and spin: 25.39 kcal per mole
Charge: +1

Each line ends with the natural charge from an NBO analysis.
Positions of all 19 atoms, in Å:
N 1.007 -0.334 -2.556  -0.685
C 0.005 -0.936 -1.645  -0.122
C -0.619 -0.188 -0.744  -0.070
C -1.377 -0.663 0.429  -0.457
C -0.639 -0.348 1.743  -0.407
C -0.054 1.084 1.775  -0.070
O 1.176 1.071 1.046  -0.771
H 0.641 -0.242 -3.504  0.449
H 1.299 0.569 -2.162  0.450
H 1.923 -0.794 -2.554  0.449
H 0.072 -2.021 -1.671  0.231
H -0.500 0.885 -0.820  0.217
H -2.316 -0.090 0.471  0.235
H -1.701 -1.686 0.369  0.237
H -1.207 -0.527 2.636  0.240
H 0.275 -0.954 1.738  0.221
H -0.710 1.815 1.255  0.162
H 0.113 1.379 2.813  0.199
H 1.828 1.687 1.361  0.492

***

4.
A single C6H13N molecule, computed with ωB97M-V with the def2-TZVPD basis set.

Energy: -7922.3652 eV
Molecular weight: 99.18 g/mol
SMILES: C/C=C(\C)CCN
E_HOMO: -8.81 eV
ΔE to the lowest compared entry with this formula, charge and spin: 10.79 kcal per mole
Charge: 0

Each line ends with the natural charge from an NBO analysis.
Positions of all 20 atoms, in Å:
C 2.595 -0.965 0.689  -0.647
C 1.504 -0.346 -0.123  -0.192
C 0.420 0.282 0.328  0.020
C 0.256 0.629 1.799  -0.655
C -0.601 0.786 -0.682  -0.432
C -1.630 -0.283 -0.985  -0.204
N -2.621 0.203 -1.959  -0.831
H 2.496 -2.055 0.673  0.218
H 3.569 -0.751 0.263  0.215
H 2.594 -0.648 1.729  0.211
H 1.575 -0.453 -1.205  0.190
H -0.395 1.495 1.904  0.211
H -0.122 -0.216 2.368  0.219
H 1.221 0.965 2.178  0.217
H -1.083 1.672 -0.276  0.195
H -0.099 1.102 -1.591  0.216
H -1.145 -1.181 -1.357  0.190
H -2.091 -0.583 -0.028  0.157
H -3.199 0.897 -1.498  0.347
H -3.245 -0.550 -2.227  0.355

***

What did the fourth record say?
A single C6H13N molecule, computed with ωB97M-V with the def2-TZVPD basis set.

Energy: -7922.3652 eV
Molecular weight: 99.18 g/mol
SMILES: C/C=C(\C)CCN
E_HOMO: -8.81 eV
ΔE to the lowest compared entry with this formula, charge and spin: 10.79 kcal per mole
Charge: 0

Each line ends with the natural charge from an NBO analysis.
Positions of all 20 atoms, in Å:
C 2.595 -0.965 0.689  -0.647
C 1.504 -0.346 -0.123  -0.192
C 0.420 0.282 0.328  0.020
C 0.256 0.629 1.799  -0.655
C -0.601 0.786 -0.682  -0.432
C -1.630 -0.283 -0.985  -0.204
N -2.621 0.203 -1.959  -0.831
H 2.496 -2.055 0.673  0.218
H 3.569 -0.751 0.263  0.215
H 2.594 -0.648 1.729  0.211
H 1.575 -0.453 -1.205  0.190
H -0.395 1.495 1.904  0.211
H -0.122 -0.216 2.368  0.219
H 1.221 0.965 2.178  0.217
H -1.083 1.672 -0.276  0.195
H -0.099 1.102 -1.591  0.216
H -1.145 -1.181 -1.357  0.190
H -2.091 -0.583 -0.028  0.157
H -3.199 0.897 -1.498  0.347
H -3.245 -0.550 -2.227  0.355